This record from OMol25 describes a 4-piece molecular cluster, C26H61BNO22P3S overall at a distorted geometry. The level of theory is ωB97M-V with the def2-TZVPD basis set.

The strongest force on any atom is 9.95 eV/Å. The multiplicity is 1. For the frontier orbital gap, the calculation gives 5.971 eV.

Bonds (Å) are listed after each position.
CARTESIAN COORDINATES (ANGSTROEM)
1 C 7.807 -1.806 -1.452  C2 1.603, H31 1.150, H32 1.151, H33 1.134
2 C 7.636 -3.064 -2.429  C1 1.603, C3 1.616, H34 1.150, H35 1.136
3 C 6.549 -2.617 -3.538  C2 1.616, O4 1.248, O5 1.409
4 O 6.898 -1.828 -4.439  C3 1.248
5 O 5.278 -3.212 -3.412  C3 1.409, C6 1.483
6 C 4.206 -2.220 -3.664  O5 1.483, C7 1.592, H36 1.134, H37 1.150
7 C 2.839 -2.977 -3.358  C6 1.592, C8 1.633, H38 1.153, H39 1.143
8 C 1.510 -2.100 -3.720  C7 1.633, C9 1.596, O16 1.447, H40 1.136
9 C 1.806 -0.907 -4.738  C8 1.596, C10 1.602, H41 1.152, H42 1.151
10 C 2.304 0.459 -4.065  C9 1.602, O11 1.446, H43 1.136, H44 1.153
11 O 2.480 0.416 -2.631  C10 1.446, C12 1.410
12 C 1.347 0.838 -1.905  O11 1.410, O13 1.262, C14 1.585
13 O 1.041 0.141 -0.898  C12 1.262
14 C 0.460 2.124 -2.174  C12 1.585, C15 1.600, H45 1.153, H46 1.150
15 C 1.057 3.492 -1.597  C14 1.600, H47 1.134, H48 1.151, H49 1.139
16 O 0.623 -3.016 -4.403  C8 1.447, C17 1.439
17 C -0.549 -3.332 -3.630  O16 1.439, C18 1.629, C22 1.599, H50 1.155
18 C -0.211 -4.074 -2.220  C17 1.629, B19 1.618, H51 1.136, H52 1.156
19 B 0.040 -5.657 -2.436  C18 1.618, O20 1.442, O21 1.457
20 O -0.059 -6.548 -1.306  B19 1.442, H53 0.977
21 O 0.321 -6.286 -3.721  B19 1.457, H54 0.988
22 C -1.617 -2.150 -3.494  C17 1.599, N23 1.495, C24 1.588, H55 1.157
23 N -1.631 -1.332 -4.744  C22 1.495, H56 1.026, H57 1.025
24 C -1.484 -1.209 -2.221  C22 1.588, C25 1.618, H58 1.133, H59 1.153
25 C -2.948 -0.875 -1.618  C24 1.618, C26 1.601, H60 1.148, H61 1.148
26 C -2.909 -0.427 -0.082  C25 1.601, S27 1.863, H62 1.149, H63 1.161
27 S -2.774 1.415 0.162  C26 1.863, O28 1.520, O29 1.505, O30 1.691
28 O -3.846 1.845 1.149  S27 1.520
29 O -3.016 2.212 -1.091  S27 1.505
30 O -1.224 1.704 0.773  S27 1.691, H64 0.992
31 H 8.093 -2.209 -0.414  C1 1.150
32 H 6.813 -1.241 -1.321  C1 1.151
33 H 8.624 -1.111 -1.821  C1 1.134
34 H 7.184 -3.946 -1.844  C2 1.150
35 H 8.586 -3.384 -2.964  C2 1.136
36 H 4.344 -1.886 -4.739  C6 1.134
37 H 4.386 -1.380 -2.899  C6 1.150
38 H 2.808 -3.187 -2.225  C7 1.153
39 H 2.788 -3.983 -3.898  C7 1.143
40 H 1.131 -1.718 -2.720  C8 1.136
41 H 0.807 -0.677 -5.263  C9 1.152
42 H 2.510 -1.223 -5.592  C9 1.151
43 H 1.637 1.294 -4.452  C10 1.136
44 H 3.347 0.674 -4.506  C10 1.153
45 H 0.213 2.302 -3.286  C14 1.153
46 H -0.563 1.931 -1.684  C14 1.150
47 H 1.259 3.353 -0.490  C15 1.134
48 H 0.294 4.348 -1.689  C15 1.151
49 H 2.005 3.747 -2.175  C15 1.139
50 H -1.086 -4.155 -4.235  C17 1.155
51 H 0.584 -3.533 -1.613  C18 1.136
52 H -1.189 -3.986 -1.611  C18 1.156
53 H 0.694 -6.434 -0.696  O20 0.977
54 H -0.459 -6.866 -3.895  O21 0.988
55 H -2.657 -2.652 -3.434  C22 1.157
56 H -1.858 -1.950 -5.530  N23 1.026
57 H -2.266 -0.531 -4.672  N23 1.025
58 H -0.765 -1.549 -1.413  C24 1.133
59 H -1.084 -0.194 -2.596  C24 1.153
60 H -3.677 -1.752 -1.747  C25 1.148
61 H -3.367 -0.036 -2.279  C25 1.148
62 H -3.919 -0.737 0.368  C26 1.149
63 H -2.058 -0.984 0.477  C26 1.161
64 H -0.879 0.813 1.043  O30 0.992
65 C 2.666 7.202 1.921  O66 1.431, H73 1.092, H74 1.092, H75 1.093
66 O 2.828 5.826 1.565  C65 1.431, P67 1.722
67 P 4.217 5.427 0.629  O66 1.722, O68 1.517, O69 1.646, O71 1.721
68 O 3.442 4.455 -0.240  P67 1.517
69 O 4.863 4.614 1.906  P67 1.646, C70 1.420
70 C 5.068 5.298 3.133  O69 1.420, H76 1.093, H77 1.093, H78 1.091
71 O 5.669 5.176 -0.260  P67 1.721, C72 1.426
72 C 6.633 6.220 -0.139  O71 1.426, H79 1.094, H80 1.093, H81 1.091
73 H 1.629 7.492 1.742  C65 1.092
74 H 2.883 7.328 2.985  C65 1.092
75 H 3.325 7.851 1.339  C65 1.093
76 H 4.194 5.167 3.776  C70 1.093
77 H 5.250 6.364 2.973  C70 1.093
78 H 5.936 4.867 3.634  C70 1.091
79 H 7.008 6.272 0.887  C72 1.094
80 H 6.189 7.179 -0.419  C72 1.093
81 H 7.465 6.006 -0.811  C72 1.091
82 C -0.619 -0.961 6.036  O83 1.432, H90 1.092, H91 1.092, H92 1.092
83 O -1.201 -1.191 4.748  C82 1.432, P84 1.721
84 P -0.402 -2.324 3.728  O83 1.721, O85 1.517, O86 1.644, O88 1.719
85 O -0.620 -1.472 2.492  P84 1.517
86 O -1.661 -3.369 3.891  P84 1.644, C87 1.421
87 C -2.042 -3.801 5.191  O86 1.421, H93 1.092, H94 1.093, H95 1.091
88 O 0.458 -3.518 2.840  P84 1.719, C89 1.427
89 C 1.307 -4.353 3.626  O88 1.427, H96 1.094, H97 1.093, H98 1.091
90 H -0.593 0.114 6.222  C82 1.092
91 H -1.239 -1.432 6.802  C82 1.092
92 H 0.396 -1.359 6.098  C82 1.092
93 H -2.825 -3.147 5.580  C87 1.092
94 H -1.191 -3.808 5.877  C87 1.093
95 H -2.440 -4.815 5.119  C87 1.091
96 H 0.710 -4.969 4.304  C89 1.094
97 H 2.009 -3.744 4.201  C89 1.093
98 H 1.871 -5.005 2.958  C89 1.091
99 C -10.490 3.014 3.703  O100 1.430, H107 1.092, H108 1.093, H109 1.093
100 O -10.389 1.624 3.387  C99 1.430, P101 1.723
101 P -9.046 1.147 2.418  O100 1.723, O102 1.517, O103 1.647, O105 1.719
102 O -9.883 0.176 1.606  P101 1.517
103 O -8.379 0.348 3.694  P101 1.647, C104 1.419
104 C -8.109 1.059 4.893  O103 1.419, H110 1.093, H111 1.093, H112 1.091
105 O -7.639 0.836 1.480  P101 1.719, C106 1.430
106 C -6.641 1.859 1.538  O105 1.430, H113 1.094, H114 1.094, H115 1.086
107 H -11.522 3.337 3.548  C99 1.092
108 H -10.232 3.165 4.754  C99 1.093
109 H -9.829 3.620 3.079  C99 1.093
110 H -8.962 0.973 5.570  C104 1.093
111 H -7.899 2.113 4.695  C104 1.093
112 H -7.237 0.614 5.374  C104 1.091
113 H -6.226 1.924 2.548  C106 1.094
114 H -7.073 2.822 1.253  C106 1.094
115 H -5.844 1.610 0.843  C106 1.086

Atomic partial charges in e from the Löwdin method, atoms 1 to 4: number 1, C, carries -0.110; number 2, C, carries -0.139; number 3, C, carries -0.417; number 4, O, carries 0.056